# 1
24
Properties=species:S:1:pos:R:3 method="wB97M-V/def2-TZVPD" homo_energy_ev=-13.797 gap_ha=0.399 lumo_energy_ev=-2.93 relative_energy_kcal_mol=28.4 charge=+1
O 3.123 0.142 -1.165
H -1.387 1.571 3.353
H 1.214 0.214 -1.440
C -0.964 -0.447 2.783
H -1.229 2.698 1.469
H 0.432 -1.180 -1.779
H 0.503 1.802 -0.170
O -0.282 -2.667 -2.292
H 3.744 -0.324 -1.734
H 0.068 0.262 -2.630
C -0.363 1.205 0.114
H -0.822 -3.382 -1.916
H -0.457 -0.965 1.949
N 0.290 -0.139 -1.721
H 0.360 1.206 2.777
H -0.457 -0.840 3.658
H -1.672 -0.295 -0.719
C -0.717 1.077 2.635
H -2.245 1.324 1.132
H 3.599 0.777 -0.616
H -2.046 -0.518 2.635
H -0.663 -2.889 -3.152
C -1.205 1.640 1.267
C -0.702 0.168 -0.660

# 2
43
Properties=species:S:1:pos:R:3 method="wB97M-V/def2-TZVPD" homo_energy_ev=-5.463 gap_ha=0.283 lumo_energy_ev=2.25 relative_energy_kcal_mol=0.0 charge=-1
F -1.913 0.335 -0.986
C 2.074 1.529 -0.342
C -3.232 -2.171 3.992
C 0.867 -0.716 -6.005
H 3.146 1.108 -2.144
H -2.642 -0.460 2.837
O 4.343 -0.210 0.254
H 2.485 2.336 1.619
I 6.371 0.978 -1.543
O 0.966 1.730 -1.189
C 4.416 0.625 -0.575
H -0.991 2.738 -0.655
O 0.512 2.453 1.019
H 3.800 2.502 -1.276
C -3.980 -1.715 6.202
H 1.949 0.580 0.199
H 2.104 3.588 0.372
C 3.357 1.513 -1.148
H -3.121 1.140 4.651
H 0.892 -1.324 -2.189
F -1.713 0.509 1.193
H -3.999 0.323 6.837
C 1.833 -1.784 -4.063
C -0.069 -0.327 -3.818
H -0.814 0.554 -5.624
C -0.977 0.542 0.018
C -3.778 -0.361 6.029
H 2.587 -2.441 -3.649
F -0.247 -0.643 0.037
C 1.802 -1.545 -5.422
F 2.725 -2.147 -6.215
C -3.292 0.084 4.807
C -3.716 -2.634 5.209
C 0.886 -1.164 -3.259
C 1.879 2.574 0.736
H -0.795 0.155 -3.179
C -3.019 -0.815 3.784
F -4.454 -2.158 7.394
H 0.885 -0.554 -7.075
H -3.885 -3.687 5.391
C -0.075 -0.104 -5.187
B -0.149 1.938 -0.240
H -3.019 -2.875 3.199

# 3
106
Properties=species:S:1:pos:R:3 method="wB97M-V/def2-TZVPD" homo_energy_ev=-7.980 gap_ha=0.101 lumo_energy_ev=-5.22 relative_energy_kcal_mol=51.9 charge=+1
C 2.860 4.137 0.856
H 3.062 6.181 2.751
H -2.763 -3.864 1.708
C 0.029 -3.421 2.388
C 4.000 5.780 2.341
C 1.437 -3.820 2.175
C -1.722 -4.738 -0.400
C 3.720 -3.846 1.356
C -1.884 1.077 -1.313
C 3.315 -0.274 -0.298
O 0.247 -0.743 2.449
C -1.871 -0.131 -0.616
C 3.882 0.411 -1.444
C -0.807 -1.085 -0.797
H 5.391 -2.492 1.324
H 1.805 1.748 5.403
H 0.323 -7.363 -1.097
H 4.757 5.761 3.132
C -2.401 -2.059 0.608
H -4.499 0.602 0.260
H 2.132 -7.379 3.680
C 4.504 3.321 2.419
H 5.833 1.308 3.276
H 4.830 2.493 -4.588
H -5.962 -0.957 1.671
H 2.315 4.967 0.399
H 5.631 0.298 1.844
H 5.673 -4.113 0.675
C 0.297 -0.761 -1.583
H -1.989 -6.860 -0.265
C -2.878 -0.757 0.248
H -2.758 1.734 -1.252
H -0.261 -2.517 1.888
C 1.377 -0.136 2.628
C 3.216 1.769 1.123
C -4.945 -1.246 1.378
H 4.790 -2.937 -0.306
C 1.615 -5.126 2.624
H 1.062 0.651 -2.995
H 5.248 1.689 -0.365
C 0.671 3.527 3.464
C -3.158 -2.889 1.427
C -4.441 -2.486 1.800
H -1.821 4.967 1.647
H 3.861 -7.513 3.229
C -1.178 4.193 2.063
H 0.680 3.401 -0.418
H 0.779 -5.600 3.144
H 4.318 6.442 1.523
H -5.041 -3.151 2.416
C 4.263 1.995 2.021
C -0.018 -6.333 -0.990
H 1.373 3.764 4.260
C 2.475 -0.546 1.745
C 2.860 -7.261 2.876
C 0.793 -5.273 -1.401
C -0.799 1.351 -2.159
C 4.595 1.887 -3.710
C 3.799 4.383 1.847
H 0.996 -3.168 -1.669
N 2.504 -1.756 1.081
H -0.628 -4.232 2.062
H -0.765 2.298 -2.704
C 4.811 1.471 -1.340
C 2.783 -5.840 2.419
C 2.424 1.373 4.572
C 5.084 0.877 2.603
H 1.848 2.724 -1.557
C 0.388 -3.952 -1.246
N 3.076 -1.564 -0.177
H 3.428 0.449 -4.840
C 2.523 -3.123 1.562
H 1.002 1.659 -0.412
H -0.673 0.875 1.824
H 2.593 -7.980 2.095
H 1.757 -5.466 -1.875
H 5.853 3.050 -2.372
C 4.949 -3.292 0.717
C 1.540 1.167 3.396
C -0.830 -3.650 -0.592
H 5.230 3.527 3.217
C 5.150 2.217 -2.463
H -2.784 -4.567 -0.232
H 1.185 -1.382 -1.600
H -0.174 -3.275 3.450
C 2.539 2.827 0.494
C 3.839 -5.155 1.819
C -0.492 1.900 2.128
C -0.129 4.527 2.931
H 4.806 -5.642 1.706
C -1.303 -6.055 -0.513
C 1.467 2.637 -0.527
H -2.236 2.555 1.086
H 0.050 5.574 3.193
C -1.395 2.861 1.712
C -1.197 -2.316 -0.154
H 2.903 -0.942 -2.791
H 2.885 0.437 4.899
C 3.789 0.748 -3.848
C 0.603 2.179 3.001
H 4.476 0.177 3.185
C 3.476 -0.017 -2.723
C 0.245 0.416 -2.315
C -4.160 -0.375 0.604
H 3.222 2.122 4.436
N 2.872 0.414 0.810

Number 1: total energy -11022.6469 eV, largest force on an atom 2.18 eV Å⁻¹. Number 2: total energy -46399.5835 eV, largest force on an atom 1.08 eV Å⁻¹. Number 3: total energy -63285.3528 eV, largest force on an atom 3.85 eV Å⁻¹.